97
Properties=species:S:1:pos:R:3:mulliken_charge:R:1 method="wB97M-V/def2-TZVPD" total_charge=-2 energy_ha=-4892.2527
C -0.188 -4.492 1.565 -0.348
C 0.587 -0.979 8.192 -0.404
S 2.134 -3.084 0.968 0.474
N -4.462 2.652 1.538 -0.679
C -2.290 1.398 -1.962 -0.296
C -1.364 -4.158 -0.958 0.140
H -8.398 5.250 2.448 0.324
H 2.504 -4.753 -1.615 0.469
H 2.989 4.571 -5.246 0.331
C 4.965 -0.434 -1.107 0.098
H -2.067 -3.638 -2.942 0.461
C -3.231 0.868 -2.840 -0.272
H 3.926 2.276 -5.409 0.367
K -0.306 -0.240 1.339 0.566
H -5.055 5.540 -1.166 0.305
H -0.656 -5.481 1.605 0.590
C -7.749 6.360 0.731 -0.550
C -5.715 4.419 0.549 0.452
H -8.532 7.105 0.802 0.343
C 3.519 -3.609 -0.064 -0.125
H -0.558 -2.644 -4.422 0.493
H 6.882 -1.391 -1.272 0.358
S -1.267 -3.365 0.660 0.000
C 1.300 0.498 6.406 -0.286
H -0.380 -4.522 -1.250 -0.330
S -3.322 0.360 2.345 -0.423
Si 2.253 0.830 -0.810 0.255
C 1.163 0.215 7.765 -0.483
C 0.275 -1.630 5.935 -0.058
C -1.031 1.759 -2.415 0.176
C 0.133 -1.926 7.274 -0.353
O 1.251 0.415 3.294 -0.785
N 0.259 -1.658 3.576 0.140
H 1.740 1.422 6.054 0.470
C 0.821 -0.492 4.001 0.265
C 0.138 -2.244 -3.678 -1.105
H 0.490 -1.169 9.255 0.364
C -0.082 -2.395 4.676 0.149
H -1.359 0.900 -5.668 0.407
H -3.610 0.277 -4.861 0.326
C -1.883 -3.150 -1.980 -1.455
N -2.522 1.631 -0.564 0.112
H 0.556 -1.324 -4.094 0.256
O -0.573 -3.516 4.691 -0.811
H 1.757 -5.365 1.639 0.443
C 2.175 3.382 -2.170 -0.227
C -6.796 6.424 -0.281 -0.406
C 3.931 0.032 -0.284 0.561
C 5.214 -0.833 1.616 -0.462
H -0.319 -2.857 7.591 0.457
H 1.657 -3.599 -4.372 0.394
H 2.266 1.872 0.301 -0.318
H 0.845 -4.127 -2.898 0.262
H 5.290 -0.991 2.686 0.382
S 2.538 -2.496 -2.403 0.212
N -4.748 3.463 0.413 0.136
C -1.618 1.045 -4.625 -0.391
C -2.888 0.694 -4.170 -0.570
C -3.845 1.555 1.250 0.124
H 3.695 0.711 -3.556 0.044
H -2.048 -5.012 -0.909 0.457
C 0.844 -0.449 5.514 0.111
H 4.145 -4.256 -2.007 0.476
H 0.309 1.850 -4.079 0.179
C -5.793 5.478 -0.373 -0.598
C 1.220 -4.646 1.013 -1.143
H 4.004 -4.475 0.397 0.610
H 3.311 0.118 1.779 0.361
H -0.314 2.152 -1.706 0.451
C 4.090 -0.208 1.096 -0.517
H -3.963 3.705 -0.173 0.215
C 2.688 2.075 -2.222 0.238
H 1.687 3.713 -1.258 0.320
H 4.228 -2.781 -0.012 -0.559
C 2.273 4.267 -3.235 -0.563
H -2.841 -2.753 -1.635 0.446
H -6.612 3.549 2.285 0.447
C 3.312 1.718 -3.429 -0.187
C 3.431 2.600 -4.498 -0.609
N -3.621 1.254 -0.147 -0.509
H 1.503 0.932 8.502 0.379
H -4.208 0.597 -2.463 0.502
H 7.119 -1.747 1.174 0.317
S -0.810 -1.716 -2.236 0.573
H 4.903 -0.299 -2.181 -0.152
C 6.238 -1.258 0.772 -0.591
H 1.855 5.264 -3.145 0.366
C -0.687 1.579 -3.747 -0.276
C 1.249 -3.256 -3.416 -0.774
H 1.183 -5.061 0.004 0.338
C 6.101 -1.058 -0.594 -0.694
H -0.184 -4.093 2.581 -0.084
C -7.669 5.319 1.648 -0.383
C 3.217 -3.931 -1.530 -1.187
H -6.830 7.227 -1.008 0.319
C 2.908 3.884 -4.412 -0.465
C -6.675 4.356 1.570 -0.385


97
Properties=species:S:1:pos:R:3:mulliken_charge:R:1 method="wB97M-V/def2-TZVPD" total_charge=-2 energy_ha=-4892.2374
S 0.534 3.304 1.467 -0.429
C 3.763 1.698 1.132 -0.263
C -4.304 1.688 0.556 -0.083
C 3.989 -3.912 1.496 -0.427
S 0.154 -3.434 1.111 -0.027
H 3.836 -4.277 2.504 0.364
H 0.475 -4.777 -2.393 0.483
H -3.530 -2.833 1.456 0.312
H -4.227 -2.717 -0.832 0.619
N -1.274 4.482 2.989 -0.696
C -3.634 -1.538 -2.549 -1.114
H 5.765 0.579 -1.351 0.301
O 3.153 -0.462 -2.259 -0.081
C 4.566 2.719 1.626 -0.614
H 3.061 -2.027 1.894 0.362
C -1.321 -1.072 -4.076 -0.779
H -1.863 -1.273 -5.007 0.586
H -4.494 5.071 5.255 0.288
C 3.906 2.512 -5.723 -0.435
C -2.483 -2.548 1.303 -0.931
H -2.916 5.450 3.547 0.312
N 1.076 0.624 -2.589 0.419
H -1.042 2.610 4.656 0.440
H -5.612 -1.497 2.316 0.388
H -1.906 -4.383 0.309 0.322
N -1.986 2.585 1.665 0.076
C -4.277 0.177 2.440 -0.446
C 5.809 2.952 1.060 -0.330
H 0.614 -5.466 -0.099 0.669
N -2.576 4.499 3.561 0.059
H -3.784 -2.195 -3.411 0.505
C -2.120 2.311 6.490 -0.640
H -0.560 -0.323 -4.284 0.229
C 5.435 1.160 -0.496 -0.195
C 1.537 2.036 -4.310 -0.405
H -1.498 -3.138 -3.477 0.357
H -4.581 -1.025 -2.372 0.379
O -0.735 1.887 -3.365 -1.070
C -3.301 -2.380 -1.311 -0.803
H -3.871 -0.073 3.411 0.532
C -5.752 -0.232 0.586 -0.395
H -6.513 -0.837 0.108 0.387
H 5.231 -4.878 -1.500 0.369
H -1.018 -4.304 -1.599 0.279
C 0.714 -4.400 -0.317 -0.168
C -2.741 3.913 4.799 0.485
H -2.734 -3.267 -1.597 0.212
H 0.631 3.506 -5.587 0.411
H 1.765 -0.291 0.034 -0.058
H -0.103 -2.759 -4.475 0.614
C -1.621 -3.811 1.193 -0.936
H 4.873 1.071 -4.488 0.334
S 0.315 -2.363 -2.136 0.364
C -0.707 -2.397 -3.637 -1.134
C 4.766 -4.248 -0.751 -0.585
C 4.184 0.901 0.070 0.220
H -2.184 -1.972 2.182 0.406
H 4.930 -5.716 0.810 0.341
H 4.196 3.346 2.428 0.397
S -2.459 -0.216 -2.964 0.116
H -1.444 1.535 6.828 0.363
C -3.821 4.297 5.608 -0.687
C 3.555 -2.640 1.147 -0.581
C 3.946 1.589 -4.717 -0.582
K -0.627 1.648 -0.853 0.693
H 4.430 -2.616 -2.109 0.308
C 2.389 0.506 -2.930 -0.696
H -1.809 -4.448 2.061 0.529
C 4.329 -2.974 -1.091 -0.100
C 1.548 2.975 -5.348 -0.402
H 2.779 1.552 1.560 0.446
C 2.764 1.318 -3.969 0.597
H 6.432 3.758 1.431 0.343
H -5.681 1.211 -1.007 0.380
H 2.718 3.952 -6.854 0.348
H -3.371 2.204 8.240 0.366
H 7.206 2.368 -0.466 0.360
C 0.526 1.563 -3.425 0.114
C -4.044 3.687 6.828 -0.339
C -5.289 0.918 -0.041 -0.621
C -3.196 2.683 7.286 -0.575
H 1.784 -4.181 -0.368 -0.372
C 4.597 -4.720 0.545 -0.456
N -2.778 2.066 2.463 0.052
C 2.705 3.222 -6.052 -0.589
H 4.810 2.721 -6.289 0.347
Si 3.080 -0.440 -0.630 -0.069
C 0.053 -4.088 -1.652 -1.154
C -0.999 3.503 2.184 -0.056
C 3.718 -2.146 -0.147 0.506
C -1.885 2.909 5.263 -0.149
H -3.922 2.579 0.073 0.513
C -3.793 1.300 1.787 -0.188
S -2.362 -1.418 -0.097 0.256
C 6.245 2.171 -0.005 -0.669
C -5.247 -0.603 1.825 -0.465
H -4.891 3.999 7.428 0.340


In order of appearance, ΔE to the lowest compared entry with this formula, charge and spin = 46.1 86.2 kJ/mol.
In order of appearance, LUMO level = 3.6 3.5 eV.